(1)
Computed, not measured: a structure of composition C33H35N3O8PTi, with wB97M-V/def2-TZVPD.

The energy relative to the best compared isomer or geometry (same formula, charge and spin) comes out at 0.000 eV. The total energy is -3234.75854 a.u. As for the net charge: +3. For the LUMO energy, the calculation gives -9.67 eV.

Last column: Mulliken charge in e.
Geometry (Å):
Ti (-0.78, -0.52, -0.01)  -0.311
C (-1.99, -5.23, 2.27)  -1.007
N (-1.52, -3.84, 2.34)  0.121
C (-0.91, -3.47, 3.62)  -0.970
C (-1.63, -3.00, 1.36)  1.256
O (-1.21, -1.80, 1.45)  -0.359
C (-2.28, -3.39, 0.04)  -1.471
O (-2.32, -2.24, -0.81)  -0.360
C (-3.61, -1.70, -1.10)  -1.185
C (-3.71, -0.35, -0.43)  0.937
O (-2.60, 0.18, -0.07)  -0.265
N (-4.84, 0.26, -0.26)  0.053
C (-4.92, 1.58, 0.38)  -1.000
C (-6.12, -0.31, -0.72)  -1.101
H (-2.70, -5.41, 3.07)  0.360
H (-1.13, -5.90, 2.41)  0.366
H (-2.45, -5.46, 1.31)  0.394
H (-1.64, -3.62, 4.41)  0.357
H (-0.60, -2.43, 3.60)  0.279
H (-0.05, -4.11, 3.80)  0.347
H (-3.28, -3.79, 0.20)  0.748
H (-1.68, -4.16, -0.46)  0.489
H (-4.40, -2.38, -0.80)  0.649
H (-3.68, -1.56, -2.18)  0.496
H (-4.00, 1.79, 0.91)  0.323
H (-5.76, 1.58, 1.07)  0.401
H (-5.08, 2.34, -0.39)  0.364
H (-5.98, -0.98, -1.56)  0.481
H (-6.75, 0.51, -1.06)  0.403
H (-6.62, -0.82, 0.10)  0.339
O (0.40, -2.08, -0.60)  -0.156
C (0.99, -2.29, -1.69)  -0.295
C (1.03, -1.42, -2.80)  1.056
C (1.78, -1.75, -3.94)  -0.710
C (1.86, -0.85, -4.96)  -0.696
C (1.23, 0.39, -4.89)  -0.371
C (0.49, 0.74, -3.78)  -1.084
C (0.38, -0.16, -2.73)  0.325
O (-0.32, 0.15, -1.65)  0.660
N (2.66, -1.19, -6.16)  1.041
O (2.68, -0.38, -7.05)  -0.577
O (3.23, -2.26, -6.14)  -0.578
H (1.53, -3.24, -1.77)  0.475
H (2.30, -2.70, -4.02)  0.645
H (1.34, 1.07, -5.73)  0.579
H (-0.01, 1.70, -3.72)  0.621
O (-0.12, 0.81, 1.09)  0.143
P (1.28, 1.59, 1.12)  1.427
C (1.10, 3.01, 0.07)  0.284
C (-0.09, 3.28, -0.61)  -0.401
C (-0.19, 4.43, -1.38)  -0.777
C (0.89, 5.30, -1.47)  -0.593
C (2.07, 5.04, -0.80)  -0.772
C (2.18, 3.90, -0.02)  -0.278
C (1.62, 2.05, 2.79)  0.679
C (2.91, 1.96, 3.31)  -0.316
C (3.17, 2.44, 4.58)  -0.761
C (2.15, 3.01, 5.33)  -0.528
C (0.86, 3.10, 4.82)  -0.778
C (0.59, 2.62, 3.55)  -0.529
C (2.50, 0.45, 0.48)  0.254
C (2.84, -0.68, 1.22)  -0.310
C (3.76, -1.59, 0.72)  -1.013
C (4.37, -1.35, -0.51)  -0.658
C (4.04, -0.22, -1.25)  -0.705
C (3.11, 0.68, -0.76)  -0.476
H (-0.93, 2.62, -0.52)  0.452
H (-1.11, 4.65, -1.89)  0.496
H (0.80, 6.20, -2.07)  0.449
H (2.90, 5.72, -0.86)  0.467
H (3.10, 3.70, 0.52)  0.492
H (3.72, 1.52, 2.73)  0.402
H (4.17, 2.38, 4.99)  0.458
H (2.36, 3.39, 6.33)  0.437
H (0.07, 3.55, 5.40)  0.444
H (-0.41, 2.70, 3.14)  0.413
H (2.40, -0.85, 2.20)  0.600
H (4.04, -2.46, 1.30)  0.495
H (5.11, -2.04, -0.88)  0.494
H (4.53, -0.03, -2.20)  0.542
H (2.87, 1.58, -1.32)  0.397

(2)
Computed, not measured: a structure of composition C11H34BN3P2SeSm in a non-equilibrium geometry, with wB97M-V/def2-TZVPD.

Its expectation value of S² is 12.01. Its spin multiplicity is 7. The energy relative to the best compared isomer or geometry (same formula, charge and spin) comes out at 1.595 eV. The total energy is -4370.06313 a.u. As for the net charge: +2. For the LUMO energy (alpha / beta), the calculation gives -7.27 / -7.64 eV.

Last column: Mulliken spin population.
Geometry (Å):
Sm (0.34, -0.97, 0.15)  5.816
H (-1.42, 3.10, -0.29)  0.001
H (-0.46, 1.57, -1.72)  -0.004
P (2.20, 1.22, 0.44)  -0.017
P (-2.45, -0.87, -0.04)  -0.028
C (-3.24, -1.11, 1.60)  0.006
H (-4.23, -1.49, 1.42)  0.003
H (-2.67, -1.83, 2.19)  0.004
H (-3.30, -0.14, 2.11)  -0.006
C (-3.74, 0.20, -0.77)  -0.001
H (-3.65, 0.20, -1.86)  0.000
H (-4.68, -0.24, -0.47)  -0.001
H (-3.65, 1.22, -0.35)  0.001
C (-3.11, -2.42, -0.76)  0.005
H (-2.60, -3.29, -0.36)  0.000
H (-4.15, -2.50, -0.52)  0.001
H (-3.01, -2.38, -1.85)  0.000
C (2.19, 3.01, 0.84)  -0.005
H (3.21, 3.31, 1.03)  0.000
H (1.81, 3.59, -0.01)  0.001
H (1.61, 3.15, 1.76)  0.000
C (3.21, 0.67, 1.86)  0.005
H (3.58, -0.35, 1.72)  -0.004
H (4.05, 1.33, 1.93)  0.001
H (2.62, 0.76, 2.78)  0.004
C (3.60, 1.30, -0.76)  -0.002
H (3.30, 1.87, -1.65)  0.000
H (4.42, 1.80, -0.27)  0.000
H (3.92, 0.28, -1.02)  0.002
H (0.09, 2.65, -2.84)  -0.001
H (-1.43, 1.93, -2.98)  -0.001
H (-2.59, 3.67, -1.86)  0.000
H (-0.66, 4.51, -1.56)  0.000
B (-1.43, 3.56, -1.45)  -0.002
N (-0.77, 2.33, -2.32)  -0.009
H (-0.65, 0.66, 0.58)  0.040
H (-0.32, 0.14, 1.58)  0.192
C (0.39, -3.46, 1.59)  0.058
N (1.67, -3.63, 0.90)  0.006
C (2.86, -4.02, 1.47)  0.001
C (3.80, -3.96, 0.49)  0.000
N (3.16, -3.60, -0.67)  0.000
C (3.83, -3.36, -1.90)  0.001
C (1.83, -3.43, -0.44)  -0.008
Se (0.58, -3.12, -1.75)  -0.018
H (-0.39, -3.09, 0.89)  -0.031
H (0.48, -2.75, 2.42)  -0.008
H (0.04, -4.44, 1.94)  -0.002
H (2.92, -4.33, 2.49)  0.000
H (4.85, -4.14, 0.46)  0.000
H (4.69, -2.71, -1.71)  0.000
H (4.16, -4.33, -2.32)  0.000
H (3.12, -2.88, -2.57)  0.000

(3)
Computed, not measured: a structure of composition C3H8ClN2O4S2Tb in a non-equilibrium geometry, with wB97M-V/def2-TZVPD.

Its expectation value of S² is 13.04. Its spin multiplicity is 7. The total energy is -2609.55129 a.u. As for the net charge: +2. For the LUMO energy (alpha / beta), the calculation gives -11.79 / -8.88 eV.

Last column: Mulliken spin population.
Geometry (Å):
C (-0.79, 0.74, 2.82)  0.000
C (-1.24, 0.75, 1.20)  0.001
Cl (-0.07, 1.92, 0.36)  -0.005
C (-1.14, -0.81, 0.71)  0.009
S (-1.17, -1.07, -1.14)  0.074
O (-1.56, 0.18, -1.97)  -0.272
O (-2.31, -2.13, -1.41)  -0.767
N (0.33, -1.83, -1.61)  -0.019
S (1.70, -0.77, -1.45)  -0.100
N (1.44, 0.70, -2.41)  0.044
O (2.13, -0.48, 0.01)  -0.063
O (2.92, -1.50, -2.13)  0.013
H (-1.01, -0.33, 3.29)  0.000
H (0.39, 0.85, 2.80)  0.001
H (-1.34, 1.57, 3.44)  0.000
H (-2.34, 1.18, 1.07)  0.002
H (-0.17, -1.27, 1.25)  0.002
H (-2.08, -1.37, 1.17)  -0.003
H (2.08, 1.47, -2.08)  0.326
H (1.82, 0.42, -3.36)  0.024
Tb (2.42, 1.81, -0.56)  6.733

(4)
Computed, not measured: a structure of composition C20H28GaNO2S in a non-equilibrium geometry, with wB97M-V/def2-TZVPD.

The energy relative to the best compared isomer or geometry (same formula, charge and spin) comes out at 2.796 eV. The total energy is -3306.85757 a.u. As for the net charge: 0. For the LUMO energy (alpha / beta), the calculation gives -1.64 / -2.01 eV.

Last column: natural (NBO) charge in e.
Geometry (Å):
O (-3.12, 3.52, -4.00)  -0.571
C (-2.59, 4.30, -5.10)  -0.056
C (-3.94, 4.68, -5.67)  -0.464
H (-1.98, 3.66, -5.75)  0.174
H (-2.00, 5.17, -4.76)  0.180
C (-4.49, 3.85, -4.50)  0.281
H (-4.14, 4.30, -6.67)  0.212
H (-4.17, 5.75, -5.60)  0.209
C (-5.37, 2.72, -5.01)  -0.646
H (-4.92, 2.21, -5.86)  0.205
H (-6.32, 3.16, -5.36)  0.214
H (-5.60, 1.99, -4.22)  0.255
C (-5.24, 4.63, -3.45)  -0.624
H (-4.66, 5.50, -3.13)  0.212
H (-5.40, 4.00, -2.57)  0.210
H (-6.21, 4.97, -3.83)  0.215
Ga (-0.12, 3.05, -2.14)  0.773
C (0.34, 1.48, 1.80)  -0.340
C (1.56, 1.98, 1.27)  -0.042
C (1.30, 3.27, 0.71)  -0.324
H (2.52, 1.45, 1.24)  0.228
C (-0.09, 3.52, 0.85)  -0.244
C (-0.69, 2.41, 1.53)  -0.157
H (-1.75, 2.34, 1.82)  0.218
H (0.23, 0.51, 2.34)  0.237
H (2.01, 3.90, 0.19)  0.228
H (-0.60, 4.45, 0.54)  0.229
C (-0.74, -2.31, 1.05)  -0.049
C (-1.61, -1.33, 1.65)  -0.366
C (-2.35, -0.69, 0.63)  -0.152
H (-1.69, -1.13, 2.72)  0.219
C (-2.01, -1.32, -0.63)  -0.223
C (-0.99, -2.28, -0.36)  -0.296
H (-0.49, -2.90, -1.11)  0.226
H (-0.02, -2.92, 1.56)  0.212
H (-3.07, 0.11, 0.76)  0.208
H (-2.46, -1.11, -1.59)  0.212
O (-4.35, 0.65, -3.39)  -0.549
C (-4.06, 1.19, -2.08)  -0.054
C (-2.53, 1.57, -1.98)  -0.502
H (-4.22, 0.40, -1.32)  0.170
H (-4.64, 2.09, -1.81)  0.177
C (-1.88, 0.95, -3.20)  -0.465
H (-2.17, 1.23, -1.01)  0.239
H (-2.62, 2.66, -1.95)  0.251
C (-3.09, 0.47, -4.09)  -0.059
H (-1.18, 0.14, -2.98)  0.240
H (-1.32, 1.62, -3.88)  0.222
H (-3.02, -0.62, -4.26)  0.182
H (-3.09, 1.03, -5.03)  0.182
S (2.11, -0.91, -0.86)  -0.087
C (1.39, 0.39, -1.37)  0.208
N (0.88, 1.40, -1.83)  -0.952

(5)
Computed, not measured: an isolated molecule of C6H6Cl2O in a non-equilibrium geometry, with wB97M-V/def2-TZVPD.

The energy relative to the best compared isomer or geometry (same formula, charge and spin) comes out at 2.971 eV. The total energy is -1227.75849 a.u. As for the net charge: 0. For the LUMO energy, the calculation gives 0.67 eV.

Last column: natural (NBO) charge in e.
Geometry (Å):
C (0.50, -0.05, 0.67)  0.111
C (0.37, -0.10, -0.65)  0.087
C (-1.86, 0.89, 0.06)  0.527
C (-0.95, -0.25, 0.13)  -0.269
C (1.19, -0.07, 1.99)  -0.641
C (0.85, -0.14, -2.05)  -0.655
O (-1.59, 2.02, 0.35)  -0.502
Cl (-3.52, 0.32, -0.22)  -0.066
Cl (-1.72, -1.80, 0.18)  -0.015
H (0.51, -0.52, 2.60)  0.234
H (1.43, 0.91, 2.12)  0.242
H (2.05, -0.80, 1.90)  0.233
H (1.57, -0.86, -2.15)  0.235
H (1.19, 0.86, -2.36)  0.245
H (-0.03, -0.41, -2.56)  0.235

(6)
Computed, not measured: a structure of composition C39H68Cl3GeN2O3S5SbSi3Ti in a non-equilibrium geometry, with wB97M-V/def2-TZVPD.

Its expectation value of S² is 2.03. Its spin multiplicity is 3. The energy relative to the best compared isomer or geometry (same formula, charge and spin) comes out at 0.615 eV. The total energy is -9268.91285 a.u. As for the net charge: 0. For the LUMO energy (alpha / beta), the calculation gives -0.51 / -2.01 eV.

Last column: Mulliken spin population.
Geometry (Å):
Ti (-0.01, 0.83, -0.69)  0.876
S (-2.10, 5.59, 4.27)  0.067
C (-1.59, 4.29, 3.42)  -0.001
S (0.01, 4.13, 2.77)  0.002
C (-0.17, 2.57, 2.01)  0.163
C (-1.43, 2.01, 2.11)  0.001
S (-1.84, 0.48, 1.47)  0.335
S (-2.60, 2.94, 3.02)  -0.014
S (1.18, 1.80, 1.29)  0.141
Cl (5.58, -3.87, -2.73)  0.000
C (4.26, -2.93, -2.10)  -0.001
C (3.25, -2.53, -2.95)  0.001
C (2.19, -1.79, -2.44)  -0.006
Cl (0.95, -1.32, -3.55)  0.001
C (2.10, -1.42, -1.08)  0.027
O (1.14, -0.72, -0.52)  0.083
C (3.17, -1.86, -0.28)  -0.010
Cl (3.14, -1.46, 1.40)  0.003
C (4.23, -2.60, -0.76)  0.001
H (3.27, -2.79, -4.00)  0.000
H (5.03, -2.90, -0.09)  0.000
C (6.38, 1.00, 0.33)  0.000
C (5.68, 1.09, -1.02)  0.001
C (4.23, 1.55, -0.90)  0.000
C (3.53, 1.66, -2.25)  -0.005
Ge (1.65, 2.29, -2.09)  0.076
C (1.81, 4.17, -1.44)  0.007
C (2.71, 5.06, -2.31)  -0.004
C (4.13, 5.20, -1.76)  0.001
C (5.02, 6.04, -2.66)  0.000
H (7.43, 0.71, 0.23)  0.000
H (5.90, 0.28, 0.98)  0.000
H (6.35, 1.97, 0.84)  0.000
H (5.70, 0.11, -1.51)  0.000
H (6.23, 1.77, -1.68)  0.000
H (4.21, 2.52, -0.39)  0.002
H (3.69, 0.87, -0.25)  0.006
H (3.55, 0.69, -2.76)  -0.001
H (4.06, 2.36, -2.90)  0.000
H (1.21, 2.50, -3.58)  0.006
H (2.17, 4.16, -0.41)  -0.004
H (0.80, 4.58, -1.40)  0.005
H (2.28, 6.07, -2.39)  0.000
H (2.76, 4.68, -3.33)  0.001
H (4.57, 4.20, -1.63)  -0.001
H (4.08, 5.64, -0.76)  0.000
H (5.10, 5.60, -3.65)  0.000
H (6.03, 6.13, -2.26)  0.000
H (4.61, 7.05, -2.78)  0.000
C (-3.58, 2.65, -0.86)  0.003
C (-2.17, 3.13, -1.02)  0.052
C (-1.92, 4.57, -1.28)  0.012
O (-1.22, 2.35, -0.90)  -0.022
H (-4.13, 2.83, -1.79)  0.005
H (-4.07, 3.24, -0.08)  0.005
H (-3.61, 1.60, -0.59)  -0.008
H (-2.85, 5.13, -1.41)  0.001
H (-1.30, 4.68, -2.17)  0.002
H (-1.36, 4.99, -0.44)  0.000
C (-2.36, -3.21, 5.76)  0.006
Si (-2.37, -2.02, 4.30)  -0.019
C (-3.50, -2.74, 2.97)  0.002
C (-3.10, -0.41, 4.95)  0.003
Sb (-0.13, -1.61, 3.09)  0.127
Si (1.13, -0.40, 4.96)  0.001
C (2.90, -0.08, 4.43)  0.006
C (1.11, -1.46, 6.52)  0.011
C (0.28, 1.24, 5.31)  -0.007
Si (0.83, -4.02, 3.11)  0.064
C (0.88, -4.55, 1.29)  0.001
C (2.54, -4.10, 3.91)  0.021
C (-0.25, -5.26, 4.01)  0.015
H (-3.17, -2.93, 6.44)  0.000
H (-1.43, -3.19, 6.33)  0.000
H (-2.53, -4.24, 5.45)  0.001
H (-4.47, -3.01, 3.39)  0.000
H (-3.06, -3.65, 2.54)  0.001
H (-3.66, -2.03, 2.16)  0.001
H (-4.17, -0.56, 5.12)  0.000
H (-2.98, 0.43, 4.27)  -0.002
H (-2.65, -0.15, 5.91)  0.000
H (3.50, -0.99, 4.43)  0.000
H (3.36, 0.63, 5.12)  0.000
H (2.93, 0.36, 3.43)  -0.004
H (1.45, -2.48, 6.33)  0.000
H (0.11, -1.51, 6.95)  -0.001
H (1.78, -1.02, 7.27)  0.001
H (0.77, 2.05, 4.78)  0.002
H (0.33, 1.46, 6.38)  0.000
H (-0.78, 1.25, 5.03)  0.001
H (0.67, -3.72, 0.61)  0.002
H (0.14, -5.33, 1.10)  0.001
H (1.86, -4.94, 1.02)  0.000
H (2.93, -3.12, 4.19)  -0.007
H (3.25, -4.55, 3.23)  0.002
H (2.49, -4.71, 4.81)  0.001
H (-1.26, -5.33, 3.59)  -0.001
H (-0.34, -5.06, 5.07)  0.000
H (0.22, -6.24, 3.90)  0.001
C (-6.40, -2.30, -4.73)  0.000
C (-5.78, -0.98, -4.29)  0.000
N (-4.72, -0.52, -5.17)  0.000
C (-5.10, -0.05, -6.50)  0.000
C (-4.68, -1.01, -7.61)  0.000
C (-3.42, -0.37, -4.82)  -0.001
O (-2.61, 0.19, -5.54)  0.000
C (-2.94, -0.89, -3.49)  -0.001
C (-3.12, -2.20, -3.05)  -0.002
C (-2.54, -2.60, -1.86)  -0.004
C (-1.80, -1.69, -1.14)  0.003
N (-1.60, -0.43, -1.57)  -0.062
C (-2.15, -0.05, -2.73)  0.047
H (-7.16, -2.62, -4.02)  0.000
H (-5.65, -3.09, -4.81)  0.000
H (-6.88, -2.20, -5.71)  0.000
H (-5.40, -1.06, -3.27)  0.000
H (-6.56, -0.21, -4.27)  0.000
H (-4.63, 0.92, -6.66)  0.000
H (-6.18, 0.09, -6.49)  0.000
H (-3.60, -1.12, -7.62)  0.000
H (-5.00, -0.63, -8.57)  0.000
H (-5.13, -2.00, -7.46)  0.000
H (-3.70, -2.90, -3.64)  0.000
H (-2.65, -3.61, -1.49)  0.000
H (-1.32, -1.95, -0.21)  0.009
H (-1.94, 0.95, -3.07)  -0.022